Entry 1:
Computed, not measured: a structure of composition C4H10O, with ωB97M-V/def2-TZVPD.

Output
Strongest force on any atom   0.01944 hartree/bohr
Charge   0
LUMO   0.956 eV
HOMO-LUMO gap   0.317 Eh

XYZ file:
```
15
C4H10O ωB97M-V/def2-TZVPD
C 2.1316 0.0136 -0.4008
C 0.7531 -0.4584 0.0702
C -0.1639 0.7291 -0.0736
C -2.0059 -0.4226 -0.6424
O -0.5338 1.1932 1.1337
H 2.4727 0.8698 0.1922
H 2.0942 0.3298 -1.4499
H 2.8655 -0.7902 -0.3039
H 0.4456 -1.3245 -0.5315
H 0.7840 -0.7781 1.1201
H -1.1613 0.5072 -0.8188
H -1.9059 -0.9325 -1.5998
H -1.9310 -1.1427 0.1794
H -2.9454 0.1267 -0.5643
H -0.9463 2.0555 0.9814
```

***

Entry 2:
Computed, not measured: a structure of composition C25H20Cl3N5RhSSbSe4, with ωB97M-V/def2-TZVPD.

Output
Strongest force on any atom   0.01158 hartree/bohr
Charge   0
LUMO   -2.020 eV
HOMO-LUMO gap   0.165 Eh

XYZ file:
```
60
C25H20Cl3N5RhSSbSe4 ωB97M-V/def2-TZVPD
Rh -0.4291 1.7115 -0.4117
C -2.2552 -0.7230 -5.3433
C -2.8610 -0.1958 -4.2182
C -2.0887 0.2743 -3.1661
C -0.7051 0.2131 -3.2524
C -0.0834 -0.3023 -4.3988
C -0.8647 -0.7733 -5.4312
N 0.0871 0.7414 -2.1821
N 1.3239 0.6752 -2.4157
C 2.1602 1.3833 -1.5656
C 3.5326 1.2663 -1.7526
C 4.3581 2.0500 -0.9691
C 3.7906 2.9245 -0.0505
C 2.4128 2.9787 0.0683
N 1.6147 2.2188 -0.6752
H -2.8585 -1.0766 -6.1691
H -3.9362 -0.1096 -4.1438
H -2.5699 0.6981 -2.3011
H 0.9915 -0.3216 -4.4757
H -0.3906 -1.1690 -6.3193
H 3.9104 0.5869 -2.5015
H 5.4319 1.9911 -1.0811
H 4.4036 3.5618 0.5697
H 1.9267 3.6446 0.7691
Se -5.2432 2.6187 -2.5223
Sb -3.6998 3.0813 -0.7609
Se -2.6562 0.9007 0.1393
Se -1.3601 3.5155 -1.7531
Se -4.4097 4.3991 1.1096
Cl 0.6196 4.6592 3.9524
C -0.9779 4.5913 3.1298
Cl -1.3758 6.1618 2.4610
Cl -2.1981 3.9953 4.2437
C -0.8047 3.6307 2.0442
N -0.6632 2.8943 1.1852
N 0.4093 0.0952 0.7834
S -0.4209 -0.8321 1.7799
C 0.7759 -1.5070 2.9212
C 1.7508 -2.4066 2.5081
C 2.7193 -2.8118 3.4098
C 2.7083 -2.3226 4.7111
C 1.7277 -1.4312 5.1162
C 0.7548 -1.0163 4.2168
C -0.9308 -2.3318 0.9293
C -1.0484 -2.2874 -0.4482
C -1.5054 -3.4078 -1.1266
C -1.8456 -4.5524 -0.4240
C -1.7387 -4.5802 0.9617
C -1.2841 -3.4661 1.6477
H 1.2467 -0.3699 0.4390
H 1.7398 -2.7988 1.4983
H 3.4774 -3.5194 3.1026
H 3.4696 -2.6405 5.4107
H 1.7142 -1.0598 6.1317
H -0.0166 -0.3189 4.5178
H -0.8060 -1.3784 -0.9799
H -1.6094 -3.3708 -2.2028
H -2.2020 -5.4260 -0.9530
H -2.0144 -5.4708 1.5100
H -1.2038 -3.4846 2.7274
```

***

Entry 3:
Computed, not measured: the molecule C5H10N2O2S in a non-equilibrium geometry, with ωB97M-V/def2-TZVPD.

Output
Strongest force on any atom   0.10017 hartree/bohr
Charge   0
LUMO   0.361 eV
SMILES   C=C(C)S(=O)(=O)C(=C)NN
HOMO-LUMO gap   0.330 Eh

XYZ file:
```
20
C5H10N2O2S ωB97M-V/def2-TZVPD
C 0.7925 -1.1720 1.7120
C -0.4488 -0.6159 1.5306
C -1.3039 -0.1667 2.6982
S -0.9904 -0.4471 -0.2119
O -2.1352 0.3947 -0.2438
O -1.1928 -1.7748 -0.8187
C 0.1431 0.4619 -1.1761
C 0.4357 1.7517 -0.8646
N 0.8161 -0.3267 -2.0139
N 1.4400 0.1385 -3.1484
H 1.4448 -1.3525 0.9592
H 1.0544 -1.4121 2.6812
H -2.3556 -0.5246 2.5170
H -1.1642 0.9906 2.6844
H -0.8949 -0.6262 3.5692
H -0.0897 2.1315 0.0021
H 1.1018 2.3807 -1.4573
H 0.3685 -1.2341 -1.9711
H 2.2686 0.6938 -2.8315
H 0.7100 0.7095 -3.6165
```

***

Entry 4:
Computed, not measured: a structure of composition C2H3OS2 in a non-equilibrium geometry, with ωB97M-V/def2-TZVPD.

Output
Strongest force on any atom   0.08281 hartree/bohr
Charge   -1
LUMO   3.707 eV
HOMO-LUMO gap   0.268 Eh

XYZ file:
```
8
C2H3OS2 ωB97M-V/def2-TZVPD
C -1.4798 -0.4035 -0.0346
C 1.2495 0.3134 0.0042
O -0.9720 -1.5048 -0.1172
S -2.9779 0.1696 -0.0164
S -0.3748 1.1295 -0.0039
H 1.9794 0.3452 -0.7737
H 0.8220 -0.5908 0.0294
H 1.7536 0.5414 0.9122
```

***

- Among the records above, which one has the lowest HOMO-LUMO gap?
  C25H20Cl3N5RhSSbSe4

***

- Among the records above, which one has the highest HOMO-LUMO gap?
  C5H10N2O2S